# 1
Density functional theory data (ωB97M-V/def2-TZVPD) for one molecule with the formula C7H15N at a distorted geometry.

ORCA input file:
```
! RIJCOSX wB97M-V def2-TZVPD def2/J DEFGRID3
* xyz 0 1
H -1.1729 -2.3696 1.3938
N 0.7666 -1.5132 0.9138
H -0.3140 -1.1441 -0.7541
H 1.5554 -0.1989 2.4979
H 0.5616 1.4936 0.7415
H -0.6559 -1.2287 2.6232
H 2.7183 -0.8229 1.2888
H -1.0502 0.6575 0.9582
H 1.2322 -0.2235 -0.8491
H -1.1507 2.4182 -3.7901
C 0.4215 -0.5152 -0.1202
H -1.0707 2.5136 -0.8232
H 2.0220 -1.8977 2.5343
C -0.2813 -1.9339 1.8546
H -2.0783 1.0302 -3.2606
C -1.1682 1.6091 -3.0810
H 0.1566 -2.7268 2.4583
C 1.8165 -1.0574 1.8492
C -0.1121 1.1227 -2.2967
C -0.1998 0.7839 0.2940
C -0.9414 1.4373 -1.0476
H -1.8715 0.8916 -0.9150
H 0.8164 1.6741 -2.4698
*
```

As for the energy above the lowest of the compared OMol25 structures with the same formula, charge and spin: 481.9 kJ/mol. Its SMILES is C=CCCCN(C)C. The HOMO energy is -8.12 eV. The value obtained for the calculated total energy is -330.284348 hartree. The HOMO-LUMO gap is 8.583 eV.

Table of natural (NBO) atomic charges, one value per atom, all in e:
1. H 0.1976
2. N -0.4298
3. H 0.1972
4. H 0.1660
5. H 0.1944
6. H 0.1660
7. H 0.1968
8. H 0.1945
9. H 0.2142
10. H 0.1706
11. C -0.2351
12. H 0.1918
13. H 0.1945
14. C -0.4268
15. H 0.1866
16. C -0.2194
17. H 0.1983
18. C -0.4224
19. C -0.3163
20. C -0.4168
21. C -0.4227
22. H 0.2304
23. H 0.1904



# 2
Density functional theory data (ωB97M-V/def2-TZVPD) for one molecule with the formula C7H15N at a distorted geometry.

ORCA input file:
```
! RIJCOSX wB97M-V def2-TZVPD def2/J DEFGRID3
* xyz 0 1
C 2.6044 -0.3121 -1.7144
H -0.3653 1.9528 -0.4271
H -1.8728 2.4006 0.4003
H 2.3463 -1.2032 -2.2900
H 3.6510 -0.4290 -1.4380
H 2.6204 0.4573 -2.4964
C 1.6784 0.1027 -0.5932
H -1.2384 -0.7468 3.6791
C -1.7547 0.2890 -0.0835
H 0.2163 -1.1031 -1.4968
H 1.0101 -1.8357 -0.0720
H -1.7618 2.0145 -1.3879
C -0.5740 -0.9068 1.7342
H -2.0642 -0.1779 -1.0039
H 2.1865 0.1538 0.3439
H -2.5791 0.2134 0.6027
H 0.1245 -1.6158 2.1592
H -2.3383 -0.0509 2.5474
C -1.4400 1.7700 -0.3680
H 1.1431 1.0166 -0.8367
C -0.6286 -0.5434 0.4550
N -1.4573 -0.5022 2.7367
C 0.4935 -0.9438 -0.4505
*
```

As for the energy above the lowest of the compared OMol25 structures with the same formula, charge and spin: 100.3 kJ/mol. Its SMILES is CCC/C(=C/N)CC. The HOMO energy is -7.47 eV. The value obtained for the calculated total energy is -330.429701 hartree. The HOMO-LUMO gap is 8.541 eV.

Table of natural (NBO) atomic charges, one value per atom, all in e:
1. C -0.6280
2. H 0.2050
3. H 0.2097
4. H 0.2054
5. H 0.2104
6. H 0.2076
7. C -0.3925
8. H 0.3851
9. C -0.4191
10. H 0.1925
11. H 0.2008
12. H 0.2069
13. C 0.0139
14. H 0.2063
15. H 0.2005
16. H 0.1897
17. H 0.1882
18. H 0.3828
19. C -0.6078
20. H 0.1922
21. C -0.1097
22. N -0.8457
23. C -0.3941



# 3
Density functional theory data (ωB97M-V/def2-TZVPD) for a 2-piece molecular cluster, C7H15N overall at a distorted geometry.

ORCA input file:
```
! RIJCOSX wB97M-V def2-TZVPD def2/J DEFGRID3
* xyz 0 1
C 0.1438 2.5129 -0.2934
C 1.0254 -0.9737 1.3194
H 0.5956 -1.7584 0.6884
H -1.1091 -0.8651 -1.2819
C -0.0874 1.0606 0.0545
H 0.5407 3.0618 0.5647
H -1.7515 -2.4741 0.5402
H -2.0701 1.2252 0.7287
C -2.4890 -2.1535 -0.1889
H 1.7131 -0.6522 -1.4073
C -2.1666 -1.3380 -1.1946
H -3.4874 -2.5164 0.0310
N -1.1739 0.7491 0.6529
H 2.4784 0.9383 -1.1917
C 2.2011 0.0097 -0.6844
H 1.9531 -1.3473 1.7659
H -0.7990 3.0046 -0.5435
H 3.1338 -0.4597 -0.3526
H 0.8861 2.6149 -1.0857
H 0.3561 -0.7734 2.1617
H 1.7829 0.9917 1.1519
C 1.2701 0.2814 0.4910
H -2.9463 -1.1384 -1.9263
*
```

As for the energy above the lowest of the compared OMol25 structures with the same formula, charge and spin: 225.3 kJ/mol. Its SMILES is [H]/N=C(\C)C(C)C.C=C. The HOMO energy is -8.80 eV. The value obtained for the calculated total energy is -330.382090 hartree. The HOMO-LUMO gap is 9.613 eV.

Table of natural (NBO) atomic charges, one value per atom, all in e:
1. C -0.6885
2. C -0.6080
3. H 0.2042
4. H 0.2061
5. C 0.3213
6. H 0.2273
7. H 0.1893
8. H 0.3685
9. C -0.3843
10. H 0.2050
11. C -0.3945
12. H 0.1900
13. N -0.6511
14. H 0.2055
15. C -0.6085
16. H 0.2060
17. H 0.2195
18. H 0.2128
19. H 0.2111
20. H 0.2286
21. H 0.2036
22. C -0.2564
23. H 0.1924



# 4
Density functional theory data (ωB97M-V/def2-TZVPD) for an isolated ion of composition C7H15N2O and charge +1 at a distorted geometry.

ORCA input file:
```
! RIJCOSX wB97M-V def2-TZVPD def2/J DEFGRID3
* xyz 1 1
H 2.0669 1.4126 0.9056
H -2.4724 1.2274 -0.5437
O -0.0616 -1.6356 -1.4240
H -2.9496 -0.9450 1.2339
H 2.1789 -2.0853 -2.4711
H 0.1856 -1.0017 2.3805
H -0.9302 -2.1857 1.9695
H -2.2467 -0.3964 2.7617
H 2.1482 -0.4953 -3.0774
C 0.8406 -0.7747 -1.3091
C -2.3640 -0.1917 1.6509
C -0.6150 0.4789 0.1561
C 2.1778 -1.0626 -2.1472
C 1.7512 1.3907 -0.1840
H 0.4117 -1.7533 0.8227
C -1.4185 1.5526 -0.4305
C -0.2805 -1.4097 1.5523
H -2.6788 0.8931 1.5138
H -1.0733 1.9021 -1.3639
H 1.3984 2.4063 -0.5138
H 2.6062 1.1241 -0.6921
H 3.1332 -0.7056 -1.6701
N -1.0741 -0.3461 1.0111
H -1.5100 2.3310 0.2803
N 0.7759 0.2702 -0.4116
*
```

As for the energy above the lowest of the compared OMol25 structures with the same formula, charge and spin: 209.3 kJ/mol. Its SMILES is CC(=O)N(C)C(C)=[N+](C)C. The HOMO energy is -13.75 eV. The value obtained for the calculated total energy is -460.193227 hartree. The HOMO-LUMO gap is 9.784 eV.

Table of natural (NBO) atomic charges, one value per atom, all in e:
1. H 0.2222
2. H 0.2715
3. O -0.6129
4. H 0.2448
5. H 0.2649
6. H 0.2219
7. H 0.2400
8. H 0.2476
9. H 0.2479
10. C 0.6873
11. C -0.4216
12. C 0.6630
13. C -0.7058
14. C -0.4065
15. H 0.2551
16. C -0.7195
17. C -0.4142
18. H 0.2343
19. H 0.2705
20. H 0.2239
21. H 0.2334
22. H 0.2269
23. N -0.2444
24. H 0.2653
25. N -0.4956



# 5
Density functional theory data (ωB97M-V/def2-TZVPD) for a 2-piece molecular cluster, C7H15N2O overall at a distorted geometry.

ORCA input file:
```
! RIJCOSX wB97M-V def2-TZVPD def2/J DEFGRID3
* xyz 1 3
H -2.0610 -1.1364 -1.2431
C -1.8634 0.0066 -1.1895
H 1.8716 -1.3432 -0.7159
H 0.5414 -1.6788 2.9162
C -0.0640 1.5867 -1.9919
C -2.7878 0.9690 -1.0317
H -0.1727 -1.5726 -1.5889
H -2.4736 2.0414 -0.8779
C 1.3619 -1.0789 2.5570
N 1.1320 -0.6854 1.1408
H 2.7088 0.0699 -0.1253
H 2.3657 -1.5251 2.6890
O 0.2288 -0.8552 -1.9574
H -0.4258 1.7646 -3.0674
H 1.1142 1.5133 -1.9452
C -0.5621 0.2236 -1.6660
N -0.8327 0.4544 1.6662
H 1.5738 -0.2068 3.1037
H -3.8304 0.6555 -0.8127
C 0.1198 0.0978 0.7826
H -1.6270 0.7988 1.1760
C 2.2306 -0.9024 0.1715
H -0.5062 2.2877 -1.2067
H 2.8370 -1.7060 0.5698
H -0.8788 0.2214 2.6469
*
```

As for the energy above the lowest of the compared OMol25 structures with the same formula, charge and spin: 117.2 kJ/mol. The HOMO energy (alpha / beta) is -10.36 / -13.92 eV. The value obtained for the calculated total energy is -460.025314 hartree. The HOMO-LUMO gap (alpha / beta) is 7.071 / 7.206 eV.

Table of natural (NBO) atomic charges, one value per atom, all in e:
1. H 0.2155
2. C -0.3559
3. H 0.2433
4. H 0.2307
5. C -0.6994
6. C -0.3940
7. H 0.4733
8. H 0.2076
9. C -0.4372
10. N -0.4469
11. H 0.2291
12. H 0.2564
13. O -0.6525
14. H 0.2740
15. H 0.2406
16. C 0.3385
17. N -0.8328
18. H 0.2238
19. H 0.2297
20. C 0.7401
21. H 0.4406
22. C -0.4227
23. H 0.2323
24. H 0.2304
25. H 0.4355



# 6
Density functional theory data (ωB97M-V/def2-TZVPD) for C7H15N3O as an isolated structure at a distorted geometry.

ORCA input file:
```
! RIJCOSX wB97M-V def2-TZVPD def2/J DEFGRID3
* xyz 0 1
H 2.0910 -1.6332 -1.2162
C 0.0214 0.4120 0.6866
C 0.4531 -0.8495 0.0597
H 0.1849 -1.7962 1.9595
H -1.2393 -1.2751 -1.3241
N -0.6405 1.3329 2.7544
H 1.0811 -0.4854 -2.0123
N -0.9386 0.5413 1.8717
H -0.7661 3.6666 -1.5993
C 1.0031 -1.6788 1.1758
C 1.4961 -0.6249 -1.0496
H -1.5674 4.4813 -0.1920
H -1.2765 1.3475 3.5064
H -0.5051 1.3660 -1.5001
C -1.1634 1.3672 -0.5845
H 1.3118 -2.7083 0.9245
H -1.6198 -1.8429 0.2689
O -1.8435 -0.2481 1.9658
H -0.4061 -2.7966 -0.6778
H -2.0515 0.8973 -0.8154
C -0.7613 -1.8015 -0.4542
C -1.1542 3.5677 -0.6123
N -1.4454 2.5537 0.0252
H 2.3235 0.1259 -0.9319
H 0.7351 1.1261 0.7571
H 1.6924 -1.1672 1.7468
*
```

As for the energy above the lowest of the compared OMol25 structures with the same formula, charge and spin: 481.9 kJ/mol. The HOMO energy is -9.44 eV. The value obtained for the calculated total energy is -515.011004 hartree. The HOMO-LUMO gap is 10.148 eV.

Table of natural (NBO) atomic charges, one value per atom, all in e:
1. H 0.2181
2. C 0.0020
3. C -0.1305
4. H 0.2190
5. H 0.1976
6. N -0.4488
7. H 0.2149
8. N 0.3510
9. H 0.1456
10. C -0.6060
11. C -0.6082
12. H 0.1646
13. H 0.3436
14. H 0.1556
15. C -0.1907
16. H 0.2164
17. H 0.2514
18. O -0.4912
19. H 0.2107
20. H 0.2028
21. C -0.6086
22. C -0.0367
23. N -0.4075
24. H 0.2233
25. H 0.2059
26. H 0.2057



> Among the records above, which one has the lowest calculated total energy?

C7H15N3O